Entry from the OMol25 dataset: 2 unconnected molecules or ions with the total composition C4H7NO in a non-equilibrium geometry (ωB97M-V with the def2-TZVPD basis set).

total charge = 0
energy relative to the best compared isomer or geometry (same formula, charge and spin) = 111.0 kcal per mole
orbital gap = 8.13 eV

Geometry as XYZ:
```
13
C4H7NO ωB97M-V with the def2-TZVPD basis set
N 1.825 -1.044 -0.424
C 0.517 1.019 0.196
O 1.161 1.803 -0.352
C -0.414 0.197 0.760
C -1.297 -0.342 -0.449
C -1.848 0.674 0.466
H 2.325 -1.738 0.119
H 2.370 -0.859 -1.260
H -0.118 -0.460 1.571
H -0.969 0.116 -1.394
H 0.934 -1.451 -0.712
H -2.525 0.350 1.258
H -1.962 1.735 0.222
```